Computed, not measured: 2 unconnected molecules or ions with the total composition HNO at a distorted geometry, with ωB97M-V/def2-TZVPD.

Last column: Mulliken charge in e.
Cartesian coordinates (Å):
N 1.717 -0.715 0.161  0.194
O 2.475 0.140 0.261  -0.097
H -0.210 0.168 0.002  -0.096

Summary:
- M: 31.014 u
- ΔE to the lowest compared entry with this formula, charge and spin: 264.4 kJ/mol
- HOMO (spin up / spin down): -0.31421 / -0.31433 Ha
- E_LUMO (spin up / spin down): -1.05 / -1.04 eV

***

Computed, not measured: HNO2S2 in the gas phase at a distorted geometry, with ωB97M-V/def2-TZVPD.

Last column: Mulliken charge in e.
Cartesian coordinates (Å):
O 2.896 -0.163 -1.160  -0.412
S 1.885 -0.183 -0.128  0.819
O 1.801 -1.477 1.086  -0.506
N 0.327 0.407 -0.337  -0.313
S 1.287 1.575 0.692  0.071
H -0.308 -0.105 0.254  0.340

Summary:
- M: 111.147 u
- ΔE to the lowest compared entry with this formula, charge and spin: 202.4 kJ/mol
- SMILES: O=S1(=O)NS1
- HOMO: -0.37979 Ha
- E_LUMO: -1.41 eV

***

Computed, not measured: HNO2S2 in the gas phase at a distorted geometry, with ωB97M-V/def2-TZVPD.

Last column: Mulliken charge in e.
Cartesian coordinates (Å):
N 0.420 0.079 0.364  0.021
O -1.916 0.275 1.389  -0.409
O 1.143 -1.000 -0.219  -0.384
S -0.040 1.336 -0.676  -0.078
S -1.332 -0.069 0.140  0.505
H 1.725 -0.621 -0.997  0.346

Summary:
- M: 111.147 u
- ΔE to the lowest compared entry with this formula, charge and spin: 122.2 kJ/mol
- HOMO: -0.35160 Ha
- E_LUMO: -0.52 eV

***

Computed, not measured: HNO2S2 in the gas phase at a distorted geometry, with ωB97M-V/def2-TZVPD.

Last column: Mulliken charge in e.
Cartesian coordinates (Å):
O 2.230 0.071 0.290  -0.518
N 1.091 0.335 0.093  0.926
O 0.519 1.317 -0.266  -0.472
S 0.107 -1.075 0.668  0.019
S -1.749 -0.801 -0.695  -0.131
H -2.197 0.153 -0.090  0.175

Summary:
- M: 111.147 u
- ΔE to the lowest compared entry with this formula, charge and spin: 158.9 kJ/mol
- SMILES: O=[N+]([O-])SS
- HOMO: -0.37710 Ha
- E_LUMO: -1.22 eV

***

Computed, not measured: 2 unconnected molecules or ions with the total composition HNO3S at a distorted geometry, with ωB97M-V/def2-TZVPD.

Last column: Mulliken charge in e.
Cartesian coordinates (Å):
N 3.550 -0.099 0.367  0.143
O 1.106 1.580 -1.020  -0.413
O 0.190 -0.008 0.639  -0.456
O 3.220 -1.059 -0.195  -0.146
S 1.072 1.417 0.445  0.524
H -0.001 -0.470 -0.197  0.349

Summary:
- M: 95.079 u
- ΔE to the lowest compared entry with this formula, charge and spin: 0.0 kJ/mol
- HOMO (spin up / spin down): -0.32302 / -0.42871 Ha
- Multiplicity: 3
- E_LUMO (spin up / spin down): -0.35 / -1.29 eV

***

Computed, not measured: 2 unconnected molecules or ions with the total composition HNO5S at a distorted geometry, with ωB97M-V/def2-TZVPD.

Last column: Mulliken charge in e.
Cartesian coordinates (Å):
N -2.033 -0.438 -0.449  -0.044
O -3.297 -0.176 -0.116  -0.573
O 2.044 -0.058 -1.172  -0.640
O 0.578 1.176 0.349  -0.454
O 2.538 -0.141 1.239  -0.608
O -1.390 -1.133 0.316  -0.317
S 1.498 -0.292 0.215  0.364
H 0.063 1.063 -0.382  0.272

Summary:
- M: 127.077 u
- Net charge: -2
- ΔE to the lowest compared entry with this formula, charge and spin: 51.5 kJ/mol
- HOMO: -0.00209 Ha
- E_LUMO: 6.84 eV

***

Computed, not measured: HO2P in the gas phase at a distorted geometry, with ωB97M-V/def2-TZVPD.

Last column: Mulliken charge in e.
Cartesian coordinates (Å):
O 1.004 -0.403 -0.121  -0.203
O 0.522 0.884 -0.538  -0.193
P -0.253 0.226 0.702  0.334
H -1.273 -0.707 -0.043  0.061

Summary:
- M: 63.980 u
- ΔE to the lowest compared entry with this formula, charge and spin: 381.6 kJ/mol
- SMILES: o1o[pH]1
- HOMO: -0.38475 Ha
- E_LUMO: -0.30 eV

***

Computed, not measured: a gas-phase ion, HO3P2S2 (charge -1) at a distorted geometry, with ωB97M-V/def2-TZVPD.

Last column: Mulliken charge in e.
Cartesian coordinates (Å):
O -2.899 2.003 -0.648  -0.503
P -2.605 1.042 0.439  0.132
S -2.399 -1.023 -0.592  -0.351
P -0.782 0.136 -0.544  0.144
O 0.674 -0.794 0.269  -0.360
S 2.064 -1.370 -0.180  0.081
O 3.024 -0.119 0.169  -0.451
H 2.922 0.126 1.086  0.309

Summary:
- M: 175.087 u
- Net charge: -1
- ΔE to the lowest compared entry with this formula, charge and spin: 428.7 kJ/mol
- SMILES: [O-]P1#S#P1OSO
- HOMO: -0.12969 Ha
- E_LUMO: 3.37 eV

***

Computed, not measured: a molecular structure, HgIO2V at a distorted geometry, with ωB97M-V/def2-TZVPD.

Last column: Mulliken charge in e.
Cartesian coordinates (Å):
Hg 7.185 -24.504 -10.966  1.051
O 10.464 -23.669 -14.531  -0.396
V 8.795 -23.673 -14.429  1.297
O 8.429 -25.006 -15.122  -0.368
I 7.843 -23.119 -12.638  0.416

Summary:
- M: 410.436 u
- Net charge: +2
- ΔE to the lowest compared entry with this formula, charge and spin: 457.8 kJ/mol
- HOMO: -0.72468 Ha
- E_LUMO: -13.83 eV

***

Computed, not measured: 2 unconnected molecules or ions with the total composition I2O2S at a distorted geometry, with ωB97M-V/def2-TZVPD.

Last column: Mulliken charge in e.
Cartesian coordinates (Å):
O 0.235 -0.793 -1.479  -0.377
O -0.857 0.951 -0.234  -0.359
S -0.305 -0.375 -0.218  0.738
I -0.196 1.545 4.213  -0.009
I 1.490 3.266 3.181  0.007

Summary:
- M: 317.873 u
- ΔE to the lowest compared entry with this formula, charge and spin: 2.1 kJ/mol
- HOMO: -0.34844 Ha
- E_LUMO: -1.64 eV

***

Computed, not measured: 2 unconnected molecules or ions with the total composition I2S at a distorted geometry, with ωB97M-V/def2-TZVPD.

Last column: Mulliken charge in e.
Cartesian coordinates (Å):
S 2.813 0.172 0.000  -0.176
I 0.556 -0.340 0.000  0.443
I -3.369 0.167 0.000  -0.267

Summary:
- M: 285.875 u
- ΔE to the lowest compared entry with this formula, charge and spin: 299.3 kJ/mol
- HOMO (spin up / spin down): -0.30255 / -0.30082 Ha
- E_LUMO (spin up / spin down): -4.83 / -4.87 eV

***

Computed, not measured: a molecular structure, ILi at a distorted geometry, with ωB97M-V/def2-TZVPD.

Last column: Mulliken charge in e.
Cartesian coordinates (Å):
Li 0.000 0.000 0.000  0.805
I 0.000 0.000 3.800  -0.805

Summary:
- M: 133.845 u
- ΔE to the lowest compared entry with this formula, charge and spin: 160.6 kJ/mol
- HOMO: -0.26553 Ha
- E_LUMO: -2.19 eV

***

Computed, not measured: a molecular structure, ILi3, with ωB97M-V/def2-TZVPD.

Last column: Mulliken charge in e.
Cartesian coordinates (Å):
Li -25.167 -12.892 -18.624  0.957
Li -18.506 -8.924 -21.207  0.963
Li -23.936 -12.715 -24.333  0.935
I -21.597 -11.969 -21.037  -0.855

Summary:
- M: 147.727 u
- Net charge: +2
- ΔE to the lowest compared entry with this formula, charge and spin: 167.0 kJ/mol
- HOMO: -0.48947 Ha
- E_LUMO: -7.20 eV

***

Computed, not measured: 2 unconnected molecules or ions with the total composition INO, with ωB97M-V/def2-TZVPD.

Last column: Mulliken charge in e.
Cartesian coordinates (Å):
N 0.708 -0.292 -0.657  0.170
O -0.042 0.099 0.113  -0.170
I -4.362 -2.377 0.279  0.000

Summary:
- M: 156.910 u
- ΔE to the lowest compared entry with this formula, charge and spin: 35.3 kJ/mol
- HOMO (spin up / spin down): -0.38128 / -0.31954 Ha
- E_LUMO (spin up / spin down): 0.31 / -3.35 eV

***

Computed, not measured: a molecular structure, KO4S at a distorted geometry, with ωB97M-V/def2-TZVPD.

Last column: Mulliken charge in e.
Cartesian coordinates (Å):
K -17.184 -16.525 -24.047  0.886
S -15.091 -14.555 -25.991  1.197
O -14.366 -13.659 -25.073  -0.716
O -16.523 -14.226 -26.006  -0.777
O -14.516 -14.446 -27.357  -0.759
O -14.956 -15.968 -25.514  -0.831

Summary:
- M: 135.161 u
- Net charge: -1
- ΔE to the lowest compared entry with this formula, charge and spin: 54.6 kJ/mol
- HOMO: -0.10179 Ha
- E_LUMO: 1.30 eV

***

Computed, not measured: a molecular structure, KO6SV at a distorted geometry, with ωB97M-V/def2-TZVPD.

Last column: Mulliken charge in e.
Cartesian coordinates (Å):
O -12.108 11.060 3.834  -0.591
V -11.922 11.164 5.505  1.802
O -13.210 10.467 6.245  -0.620
K -13.492 9.811 8.975  0.963
S -10.648 11.349 8.742  1.104
O -10.938 11.394 7.345  -0.604
O -11.603 12.217 9.372  -0.655
O -10.734 9.976 9.188  -0.715
O -9.278 11.734 9.033  -0.684

Summary:
- M: 218.103 u
- HOMO: -0.29963 Ha
- E_LUMO: -3.69 eV

***

Computed, not measured: 2 unconnected molecules or ions with the total composition N3O3S at a distorted geometry, with ωB97M-V/def2-TZVPD.

Last column: Mulliken charge in e.
Cartesian coordinates (Å):
N 0.253 0.137 -1.623  -0.288
N 0.120 -0.208 1.976  0.301
N -0.508 0.258 -0.740  0.756
O -0.227 0.712 1.184  -0.331
O 0.269 -1.375 1.636  -0.493
O -1.689 0.055 -0.608  -0.533
S 1.782 0.421 -1.825  -0.412

Summary:
- M: 122.085 u
- Net charge: -1
- ΔE to the lowest compared entry with this formula, charge and spin: 267.3 kJ/mol
- HOMO (spin up / spin down): -0.14492 / -0.14496 Ha
- E_LUMO (spin up / spin down): 3.21 / 3.21 eV

***

Computed, not measured: a molecular structure, N3O9Rb at a distorted geometry, with ωB97M-V/def2-TZVPD.

Last column: Mulliken charge in e.
Cartesian coordinates (Å):
Rb -0.788 1.222 2.696  0.851
N -2.494 1.035 -0.035  0.845
O -3.538 0.575 0.370  -0.704
O -1.466 0.379 -0.024  -0.402
O -2.478 2.076 -0.564  -0.684
N 2.204 -1.717 -1.166  1.090
O 3.440 -1.619 -0.946  -0.815
O 1.817 -0.721 -1.694  -0.496
O 1.474 -2.652 -0.860  -0.712
N 0.499 0.403 0.613  1.232
O 0.767 1.592 0.529  -0.763
O -0.214 -0.241 1.396  -0.948
O 0.778 -0.331 -0.315  -0.495

Summary:
- M: 271.480 u
- Net charge: -2
- ΔE to the lowest compared entry with this formula, charge and spin: 974.6 kJ/mol
- HOMO: 0.02718 Ha
- E_LUMO: 3.36 eV

***

Computed, not measured: 2 unconnected molecules or ions with the total composition N4O at a distorted geometry, with ωB97M-V/def2-TZVPD.

Last column: Mulliken charge in e.
Cartesian coordinates (Å):
N -1.186 -0.388 -0.717  -0.537
N -0.637 0.601 -0.539  0.701
N 0.530 -1.226 0.569  0.246
N 0.217 1.253 -0.024  -0.359
O 1.076 -0.239 0.711  -0.050

Summary:
- M: 72.027 u
- ΔE to the lowest compared entry with this formula, charge and spin: 173.8 kJ/mol
- HOMO (spin up / spin down): -0.36464 / -0.36469 Ha
- E_LUMO (spin up / spin down): -1.44 / -1.44 eV

***

Computed, not measured: a molecular structure, N4O12Pb at a distorted geometry, with ωB97M-V/def2-TZVPD.

Last column: Mulliken charge in e.
Cartesian coordinates (Å):
Pb 0.411 0.208 -1.069  1.635
N 2.808 3.247 -1.533  0.765
O 2.947 4.394 -1.019  -0.585
O 1.957 2.426 -1.295  -0.559
O 3.752 3.113 -2.387  -0.636
N 0.686 0.472 2.154  0.991
O 1.461 0.982 1.321  -0.661
O 0.175 1.215 3.046  -0.630
O 0.387 -0.726 2.133  -0.491
N -0.342 -3.227 -0.322  0.692
O -0.045 -2.065 -0.715  -0.464
O 0.147 -3.523 0.890  -0.526
O -0.286 -4.191 -1.062  -0.554
N -3.537 -0.575 -0.054  0.786
O -2.348 -0.396 -0.321  -0.517
O -4.386 -0.770 -0.943  -0.646
O -3.787 -0.583 1.176  -0.601

Summary:
- M: 455.216 u
- Net charge: -2
- ΔE to the lowest compared entry with this formula, charge and spin: 326.2 kJ/mol
- HOMO: -0.11510 Ha
- E_LUMO: 3.33 eV